Entry 1:
88
Properties=species:S:1:pos:R:3 method="wB97M-V/def2-TZVPD" s2=2.01 e_above_lowest_kj_mol=5.98 spin_multiplicity=3 lumo_energy_ev="-5.199 / -7.264" largest_force_ev_per_a=0.3 charge=+2 gap_ev="7.8 / 6.9"
Pt 0.157 -0.172 -1.841
C -0.632 -1.087 3.476
C 0.333 -1.500 2.374
C -0.082 -2.834 1.774
C 1.758 -1.548 2.907
O 0.307 -0.559 1.264
Si -0.006 1.042 1.321
S 0.445 1.759 -0.698
O 1.005 1.743 2.342
C 1.884 2.855 2.616
C 3.221 2.518 1.966
C 2.014 2.935 4.127
C 1.319 4.143 2.043
O -1.585 1.256 1.539
C -2.472 2.325 1.952
C -3.874 1.746 1.879
C -2.136 2.723 3.381
C -2.317 3.487 0.983
H -0.601 -1.821 4.281
H -1.652 -1.025 3.098
H -0.353 -0.119 3.898
H -0.073 -3.619 2.530
H 0.600 -3.124 0.970
H -1.090 -2.755 1.365
H 1.835 -2.260 3.730
H 2.061 -0.565 3.270
H 2.454 -1.866 2.126
H 3.603 1.571 2.352
H 3.955 3.298 2.171
H 3.098 2.446 0.881
H 2.388 1.992 4.527
H 1.049 3.147 4.587
H 2.708 3.729 4.403
H 1.228 4.090 0.956
H 1.981 4.974 2.287
H 0.341 4.367 2.468
H -3.965 0.885 2.543
H -4.100 1.431 0.860
H -4.608 2.493 2.179
H -2.193 1.857 4.042
H -2.847 3.471 3.734
H -1.135 3.147 3.449
H -2.502 3.153 -0.040
H -1.311 3.907 1.033
H -3.025 4.282 1.219
C 4.477 -0.077 -2.936
C 2.990 0.307 -2.779
N 2.271 -0.718 -1.986
C 2.403 -2.036 -2.652
C 3.886 -2.457 -2.741
N 4.711 -1.344 -2.165
C 4.365 -1.145 -0.717
C 2.865 -0.796 -0.631
H 5.147 0.679 -2.533
H 4.752 -0.273 -3.971
H 2.508 0.394 -3.750
H 2.881 1.259 -2.266
H 1.961 -1.961 -3.643
H 1.833 -2.765 -2.079
H 4.214 -2.613 -3.766
H 4.101 -3.353 -2.163
H 5.697 -1.595 -2.237
H 5.001 -0.347 -0.339
H 4.612 -2.067 -0.194
H 2.717 0.163 -0.139
H 2.308 -1.533 -0.059
C -4.302 0.020 -4.198
C -4.996 -0.606 -2.993
C -4.405 -0.219 -1.642
S -2.816 -0.891 -1.139
O -1.844 -0.402 -2.249
C -3.048 -2.667 -1.435
C -2.622 -3.159 -2.818
C -1.135 -3.481 -2.898
H -4.850 -0.216 -5.109
H -3.277 -0.330 -4.314
H -4.268 1.106 -4.103
H -5.045 -1.692 -3.087
H -6.034 -0.269 -2.965
H -5.056 -0.519 -0.814
H -4.261 0.862 -1.561
H -4.105 -2.851 -1.231
H -2.473 -3.162 -0.650
H -2.884 -2.427 -3.581
H -3.200 -4.059 -3.036
H -0.539 -2.588 -2.680
H -0.868 -3.833 -3.894
H -0.863 -4.258 -2.180


Entry 2:
15
Properties=species:S:1:pos:R:3 method="wB97M-V/def2-TZVPD" e_above_lowest_kj_mol=363.73 spin_multiplicity=1 lumo_energy_ev=1.040 largest_force_ev_per_a=1.7 gap_ev=9.1
C 0.344 -0.856 -0.476
C -1.695 0.323 -0.046
C -2.588 -0.601 0.324
H 1.547 0.395 1.240
H 3.126 -0.112 0.660
H -0.267 -1.575 -0.966
H 1.153 1.330 -0.681
H 0.388 2.069 0.501
H -2.113 1.266 -0.327
H -2.286 -1.627 0.529
H -3.614 -0.314 0.485
N 2.127 -0.010 0.522
N 1.598 -1.019 -0.260
N -0.299 0.265 0.050
N 0.245 1.533 -0.349


Entry 3:
102
Properties=species:S:1:pos:R:3 method="wB97M-V/def2-TZVPD" smiles="CCOP(=O)(CCCOC(=O)OP(O)O)OCC.O=S1(=O)OCCO1.O=S1(=O)OCCO1.O=S1(=O)OCCO1.O=S1(=O)OCCO1.O=S1(=O)OCCO1.O=S1(=O)OCCO1" e_above_lowest_kj_mol=747.75 spin_multiplicity=1 lumo_energy_ev=-0.015 largest_force_ev_per_a=9.0 gap_ev=9.9
C -2.567 0.957 -3.301
C -1.029 0.846 -2.655
O -0.052 0.417 -3.701
P 1.544 0.219 -3.035
O 1.460 -0.112 -1.463
C 2.401 1.967 -3.118
C 3.377 2.110 -1.772
C 2.606 2.772 -0.482
O 3.256 2.542 0.817
C 3.220 1.085 1.179
O 4.443 0.486 1.177
O 1.960 0.388 1.494
P 2.209 -1.001 2.513
O 0.620 -1.787 2.630
O 3.192 -2.234 1.699
O 2.586 -0.862 -3.920
C 2.045 -2.229 -3.990
C 2.162 -3.062 -2.550
H -2.607 0.347 -4.320
H -3.328 0.408 -2.569
H -2.860 2.094 -3.469
H -1.124 0.086 -1.767
H -0.790 1.917 -2.223
H 3.096 2.038 -4.060
H 1.602 2.847 -3.152
H 3.833 1.048 -1.543
H 4.312 2.818 -1.994
H 2.526 3.941 -0.712
H 1.502 2.386 -0.412
H 0.790 -2.792 2.681
H 3.179 -1.912 0.734
H 0.964 -2.301 -4.468
H 2.753 -2.831 -4.739
H 2.389 -4.202 -2.694
H 1.166 -2.831 -1.967
H 3.021 -2.494 -1.946
C -1.653 1.944 1.808
C -2.665 0.806 1.705
O -3.913 1.439 1.435
S -3.645 2.786 0.556
O -3.863 2.467 -0.837
O -4.285 3.899 1.218
O -2.038 2.887 0.809
H -1.713 2.438 2.783
H -0.629 1.603 1.637
H -2.722 0.215 2.623
H -2.432 0.147 0.862
C 5.289 1.740 6.003
C 4.480 0.928 4.996
O 3.652 0.075 5.783
S 3.273 0.840 7.173
O 1.966 1.440 7.015
O 3.613 -0.025 8.278
O 4.391 2.022 7.075
H 6.123 1.153 6.403
H 5.673 2.668 5.572
H 5.114 0.340 4.328
H 3.828 1.576 4.400
C -0.428 -5.290 5.665
C -1.890 -4.852 5.703
O -2.233 -4.577 4.347
S -1.384 -5.573 3.374
O -2.228 -6.696 3.031
O -0.700 -4.772 2.385
O -0.296 -6.073 4.480
H 0.240 -4.427 5.578
H -0.150 -5.878 6.543
H -2.043 -3.968 6.327
H -2.535 -5.663 6.057
C -5.677 -2.216 -5.239
C -6.225 -3.053 -4.086
O -5.110 -3.802 -3.606
S -3.753 -2.919 -3.807
O -3.452 -2.263 -2.555
O -2.791 -3.720 -4.528
O -4.373 -1.809 -4.828
H -5.575 -2.815 -6.149
H -6.300 -1.342 -5.447
H -7.030 -3.721 -4.403
H -6.580 -2.416 -3.270
C 8.712 2.426 -0.949
C 7.400 2.600 -0.189
O 6.939 3.904 -0.534
S 7.410 4.246 -2.058
O 6.304 3.963 -2.946
O 8.107 5.511 -2.048
O 8.506 3.050 -2.215
H 9.533 2.945 -0.442
H 8.976 1.373 -1.081
H 7.529 2.510 0.892
H 6.650 1.877 -0.528
C -7.012 1.474 -0.963
C -7.984 2.613 -1.260
O -8.602 2.263 -2.496
S -8.712 0.638 -2.592
O -10.042 0.251 -2.178
O -8.121 0.213 -3.840
O -7.679 0.285 -1.381
H -6.094 1.575 -1.551
H -6.758 1.415 0.099
H -7.480 3.579 -1.341
H -8.766 2.673 -0.496


Entry 4:
9
Properties=species:S:1:pos:R:3 method="wB97M-V/def2-TZVPD" smiles="O=PCl.C=C" e_above_lowest_kj_mol=65.69 spin_multiplicity=1 lumo_energy_ev=-0.798 largest_force_ev_per_a=1.6 gap_ev=9.1
C 0.026 -0.337 -0.415
C 0.011 0.637 0.516
O 3.416 -1.708 -0.037
P 4.545 -0.845 -0.275
Cl 3.969 1.045 -0.100
H -0.070 -1.452 -0.276
H 0.164 -0.077 -1.467
H -0.090 1.703 0.352
H -0.107 0.397 1.568